(1)
Below is C22H50N3OP3Zr as an isolated structure at a distorted geometry, with properties calculated with ωB97M-V/def2-TZVPD.

XYZ file:
```
80
Properties=species:S:1:pos:R:3:mulliken_charge:R:1
Zr 0.242 -0.094 -0.378 -0.714
P -2.151 1.134 -0.960 1.021
P -0.863 -2.271 0.331 1.717
P 0.456 0.129 -3.043 1.367
H 2.620 0.623 1.882 0.221
C 2.971 0.669 0.830 -0.106
C 2.386 1.758 0.040 -0.192
H 1.937 2.597 0.510 0.096
C -3.276 1.720 0.366 -1.134
C -3.383 0.106 -1.817 -1.155
C -2.090 2.669 -1.955 -1.128
C 0.029 -3.492 1.348 -1.645
C -2.497 -2.183 1.121 -1.239
C -1.034 -3.183 -1.225 -1.322
C 1.206 1.724 -3.576 -1.311
C -0.967 -0.013 -4.206 -1.434
C 1.549 -1.089 -3.790 -1.324
H 3.983 0.311 0.575 0.456
H 2.707 1.878 -1.006 0.286
H -2.773 2.385 1.074 0.061
H -3.700 0.860 0.894 0.424
H -4.090 2.261 -0.130 0.663
H -3.797 -0.608 -1.108 0.462
H -2.954 -0.436 -2.656 0.204
H -4.179 0.759 -2.183 0.467
H -1.351 3.396 -1.571 0.346
H -3.083 3.130 -1.914 0.560
H -1.843 2.432 -3.001 0.431
H 0.533 -4.250 0.761 0.483
H -0.713 -3.948 2.022 0.554
H 0.751 -2.920 1.919 0.469
H -3.145 -2.882 0.605 0.526
H -2.868 -1.161 1.026 -0.036
H -2.411 -2.412 2.192 0.654
H -1.519 -4.146 -1.016 0.564
H -0.020 -3.332 -1.632 0.315
H -1.614 -2.583 -1.940 0.314
H 1.458 1.672 -4.640 0.489
H 2.116 1.913 -2.987 0.346
H 0.513 2.563 -3.404 0.344
H -0.561 0.041 -5.230 0.556
H -1.686 0.800 -4.041 0.449
H -1.472 -0.982 -4.067 0.430
H 1.618 -0.845 -4.846 0.621
H 1.148 -2.114 -3.674 0.408
H 2.558 -1.086 -3.328 0.238
C 3.005 -2.229 -0.724 0.462
C 3.155 -3.443 0.020 -0.577
C 4.292 -4.278 -0.194 -0.929
C 5.296 -3.941 -1.095 -0.601
C 5.184 -2.704 -1.775 -0.859
C 4.035 -1.903 -1.602 -0.123
O 1.886 -1.377 -0.483 -0.052
H 2.284 -0.313 0.276 0.173
H 2.574 -3.681 0.854 0.517
H 4.429 -5.184 0.342 0.501
H 6.170 -4.517 -1.302 0.506
H 6.032 -2.411 -2.429 0.424
H 4.081 -0.921 -2.082 0.463
C -1.194 -0.180 4.173 -1.238
N -1.165 1.255 3.898 0.103
C -1.258 2.127 5.056 -1.277
C -0.782 1.722 2.686 0.106
N -0.336 0.789 1.814 0.368
N -1.013 3.014 2.360 -0.033
C -2.021 3.855 3.050 -1.198
C -0.356 3.663 1.240 -0.608
H -1.678 -0.309 5.135 0.522
H -0.179 -0.583 4.208 0.358
H -1.787 -0.686 3.386 0.310
H -0.561 2.970 5.031 0.401
H -2.261 2.501 5.239 0.382
H -1.024 1.536 5.924 0.522
H -0.082 0.020 2.422 -0.265
H -2.372 4.578 2.309 0.416
H -2.877 3.215 3.347 0.441
H -1.579 4.405 3.899 0.385
H -0.616 3.127 0.301 -0.207
H -0.754 4.681 1.175 0.521
H 0.731 3.699 1.371 0.287
```

Results
- Net charge: +4
- LUMO (spin up / spin down): -0.54342 / -0.54265 Ha
- Gap between HOMO and LUMO (spin up / spin down): 0.1761 / 0.1773 Ha
- ΔE to the lowest compared entry with this formula, charge and spin: 296.87 kJ/mol


(2)
Below is C22H50NPPtSi4 as an isolated structure at a distorted geometry, with properties calculated with ωB97M-V/def2-TZVPD.

XYZ file:
```
79
Properties=species:S:1:pos:R:3:mulliken_charge:R:1
C -3.060 0.206 -3.946 -0.969
C -2.753 -1.068 -3.479 -1.026
C -1.801 -1.263 -2.452 -0.086
C -1.284 -0.137 -1.772 0.948
C -1.479 1.122 -2.368 0.683
C -2.405 1.315 -3.402 -0.778
C -1.507 -2.714 -2.219 -1.249
C -0.150 -3.199 -1.683 0.232
N 0.988 -2.341 -1.843 0.463
Pt -0.570 -0.046 0.222 0.373
C -0.741 2.309 -1.804 -1.462
P 0.659 1.639 -0.827 0.599
H -3.229 -1.961 -3.910 0.529
H -2.594 2.337 -3.755 0.506
H -3.785 0.333 -4.751 0.413
H -1.376 2.906 -1.129 0.414
H -0.347 2.980 -2.577 0.684
H -2.288 -3.144 -1.567 0.443
H -1.627 -3.233 -3.189 0.548
H -0.231 -3.444 -0.609 -0.417
C 1.068 2.956 0.350 -1.447
C 2.025 1.600 -2.022 -1.364
H 0.083 -4.148 -2.219 0.345
C 1.306 -1.794 -3.131 -0.812
C 2.113 -2.664 -1.008 -0.521
H -1.206 1.348 0.915 -0.214
H 1.667 -2.570 -3.827 0.341
H 0.437 -1.300 -3.581 0.330
H 2.108 -1.057 -3.004 0.267
H 2.669 -3.529 -1.399 0.411
H 2.791 -1.809 -0.963 0.269
H 1.778 -2.901 0.009 -0.084
H 2.395 2.627 -2.152 0.469
H 2.835 0.973 -1.635 0.332
H 1.704 1.216 -2.997 0.391
H 1.361 3.864 -0.190 0.517
H 0.226 3.194 1.012 0.444
H 1.908 2.609 0.968 0.413
H -0.432 1.282 1.338 -0.814
C -4.091 -1.785 1.099 -0.934
Si -2.748 -2.720 2.018 0.575
C -3.251 -3.211 3.769 -1.057
C -2.327 -4.328 1.136 -0.930
Si -0.945 -1.202 2.171 0.740
Si -1.669 0.567 3.567 0.194
C -2.525 0.077 5.174 -1.216
C -0.168 1.613 4.028 -0.967
C -2.884 1.654 2.614 -1.092
Si 0.716 -2.316 3.433 0.764
C 0.239 -2.290 5.263 -1.132
C 0.881 -4.116 2.907 -1.134
C 2.372 -1.452 3.215 -1.016
H -4.910 -2.496 0.909 0.456
H -3.737 -1.389 0.135 0.118
H -4.479 -0.950 1.696 0.282
H -4.109 -3.893 3.671 0.439
H -2.450 -3.751 4.291 0.260
H -3.555 -2.359 4.387 0.236
H -2.321 -4.218 0.046 0.272
H -1.362 -4.754 1.441 0.255
H -3.114 -5.051 1.399 0.463
H -1.999 -0.709 5.729 0.379
H -2.574 0.971 5.815 0.419
H -3.554 -0.251 4.976 0.374
H 0.335 2.064 3.164 0.179
H -0.535 2.433 4.666 0.429
H 0.579 1.047 4.600 0.298
H -2.537 2.050 1.655 0.402
H -3.814 1.109 2.410 0.331
H -3.078 2.535 3.246 0.471
H -0.702 -2.817 5.463 0.296
H 1.028 -2.793 5.842 0.430
H 0.147 -1.269 5.654 0.274
H 0.973 -4.234 1.820 0.277
H 1.785 -4.546 3.365 0.478
H 0.022 -4.710 3.245 0.318
H 2.767 -1.606 2.202 0.232
H 2.295 -0.373 3.393 0.288
H 3.103 -1.863 3.928 0.425
```

Results
- Net charge: +2
- LUMO (spin up / spin down): -0.16576 / -0.33580 Ha
- Gap between HOMO and LUMO (spin up / spin down): 0.2900 / 0.1697 Ha
- ΔE to the lowest compared entry with this formula, charge and spin: 26.57 kJ/mol
- 2S+1: 5


(3)
Below is a 8-piece molecular cluster, C22H51BBrFN2O10 overall at a distorted geometry, with properties calculated with ωB97M-V/def2-TZVPD.

XYZ file:
```
88
Properties=species:S:1:pos:R:3:mulliken_charge:R:1
C 4.880 -1.150 -1.539 -0.796
C 3.637 -0.910 -0.576 -0.332
B 3.321 0.623 -0.242 0.358
O 3.386 1.033 1.123 -0.693
C 2.882 1.782 -1.303 0.910
C 3.192 1.425 -2.785 -0.325
N 3.674 1.054 -3.762 -0.700
C 3.604 3.176 -1.029 -0.611
C 5.146 3.014 -0.723 0.428
O 5.597 3.509 0.280 -0.531
O 5.913 2.348 -1.653 -0.410
C 1.286 1.891 -1.219 1.123
F 0.817 0.574 -1.123 -0.149
Br 0.625 2.781 -2.874 -0.051
C 0.821 2.605 0.101 -0.241
N 0.466 3.379 0.885 -0.450
H 4.466 -1.291 -2.576 0.082
H 5.521 -2.015 -1.248 0.376
H 5.507 -0.222 -1.565 0.187
H 2.697 -1.430 -0.935 0.245
H 3.885 -1.421 0.402 0.179
H 2.508 0.752 1.483 0.351
H 3.556 3.747 -2.001 0.493
H 3.179 3.747 -0.172 0.317
H 6.837 2.611 -1.443 0.361
C 5.105 -2.231 -5.851 -1.013
C 3.597 -2.392 -5.800 -0.229
O 3.081 -1.857 -4.588 -0.449
H 5.572 -2.737 -5.003 0.231
H 5.512 -2.646 -6.776 0.384
H 5.383 -1.176 -5.787 0.299
H 3.323 -3.447 -5.843 0.272
H 3.123 -1.878 -6.643 0.268
H 3.317 -0.920 -4.559 0.217
C -1.827 6.170 -0.107 -0.582
C -2.018 7.020 1.132 -0.404
O -2.342 6.198 2.250 -0.509
H -2.731 5.599 -0.328 0.210
H -1.585 6.795 -0.970 0.346
H -1.021 5.447 0.043 0.060
H -2.836 7.728 0.990 0.293
H -1.109 7.585 1.361 0.328
H -1.612 5.579 2.378 0.313
C -0.300 -2.569 2.514 -1.050
C -0.448 -1.273 1.745 -0.150
O 0.832 -0.754 1.395 -0.317
H 0.286 -2.412 3.423 0.310
H -1.276 -2.973 2.790 0.320
H 0.232 -3.314 1.915 0.311
H -0.960 -0.525 2.352 0.383
H -1.024 -1.428 0.827 0.004
H 1.274 -1.418 0.850 0.054
C -0.870 -6.054 0.043 -1.038
C -1.016 -4.753 -0.722 -0.153
O 0.268 -4.234 -1.061 -0.422
H -0.286 -5.900 0.954 0.238
H -1.847 -6.459 0.316 0.328
H -0.337 -6.798 -0.556 0.354
H -1.529 -4.007 -0.114 0.140
H -1.592 -4.903 -1.641 0.319
H 0.715 -4.892 -1.606 0.249
C -4.515 0.862 -0.849 -0.833
C -3.690 -0.266 -0.261 0.140
O -3.576 -1.337 -1.193 -0.519
H -5.512 0.507 -1.116 0.323
H -4.612 1.688 -0.141 0.021
H -4.054 1.241 -1.765 0.349
H -4.163 -0.656 0.642 0.298
H -2.684 0.081 -0.001 -0.059
H -3.149 -0.991 -1.985 0.296
C -6.648 5.077 1.773 -1.139
C -5.651 3.944 1.627 -0.129
O -4.708 4.237 0.603 -0.458
H -7.175 5.245 0.831 0.297
H -7.380 4.857 2.553 0.352
H -6.137 6.010 2.025 0.321
H -6.162 3.018 1.355 0.283
H -5.112 3.777 2.566 0.260
H -4.252 5.052 0.854 0.154
C -1.985 -4.830 5.430 -0.939
C -1.007 -5.987 5.385 -0.234
O -0.003 -5.746 4.407 -0.494
H -2.454 -4.688 4.454 0.187
H -2.765 -5.005 6.174 0.359
H -1.469 -3.898 5.676 0.302
H -1.520 -6.912 5.119 0.298
H -0.525 -6.128 6.358 0.258
H 0.452 -4.932 4.654 0.272
```

Results
- LUMO: -0.02467 Ha
- Gap between HOMO and LUMO: 0.3404 Ha


(4)
Below is a 8-piece molecular cluster, C22H51Cl2N7O7 overall at a distorted geometry, with properties calculated with ωB97M-V/def2-TZVPD.

XYZ file:
```
89
Properties=species:S:1:pos:R:3:mulliken_charge:R:1
C -1.640 -6.850 -4.178 -0.921
N -2.431 -5.646 -3.975 -0.220
C -2.045 -4.647 -3.148 0.822
C -2.973 -3.432 -3.089 -0.692
O -1.006 -4.664 -2.514 -0.700
H -0.679 -6.775 -3.674 0.313
H -1.475 -7.016 -5.239 0.298
H -2.132 -7.694 -3.688 0.326
H -3.372 -5.710 -4.320 0.229
H -2.472 -2.474 -3.061 0.038
H -3.492 -3.593 -2.138 0.115
H -3.748 -3.537 -3.848 0.393
C -2.928 -3.284 0.496 -1.015
N -4.116 -2.474 0.661 -0.040
C -4.191 -1.407 1.474 0.731
C -5.464 -0.613 1.461 -1.208
O -3.255 -1.115 2.219 -0.680
H -3.218 -4.244 0.075 0.482
H -2.478 -3.500 1.466 0.319
H -2.166 -2.800 -0.114 0.172
H -4.971 -2.783 0.235 0.257
H -5.858 -0.508 2.469 0.322
H -6.240 -1.166 0.919 0.421
H -5.362 0.348 0.964 0.234
C 3.490 -1.510 0.369 -0.945
N 4.426 -1.164 1.406 0.040
C 5.756 -1.434 1.319 0.807
C 6.573 -0.892 2.456 -0.853
O 6.236 -2.071 0.393 -0.682
H 2.928 -0.631 0.032 0.196
H 2.728 -2.203 0.747 0.298
H 3.892 -1.978 -0.524 0.383
H 4.069 -0.634 2.195 0.275
H 6.040 -0.218 3.122 0.098
H 7.514 -0.461 2.116 0.323
H 6.911 -1.740 3.063 0.267
C -2.127 0.214 -0.789 -0.986
N -1.414 0.232 0.468 0.580
C -0.122 0.537 0.603 0.559
C 0.464 0.411 2.000 -0.753
O 0.603 0.925 -0.317 -1.065
H -3.197 0.289 -0.588 0.277
H -1.920 -0.689 -1.361 0.270
H -1.933 1.101 -1.393 0.168
H -1.920 -0.051 1.299 -0.060
H 0.923 1.350 2.292 0.113
H 1.285 -0.298 1.867 0.139
H -0.227 -0.016 2.723 0.396
C -0.413 3.989 -0.493 -0.668
N -0.547 4.904 -1.631 -0.071
C -0.862 6.206 -1.495 0.724
C -0.832 7.018 -2.787 -1.003
O -1.159 6.732 -0.441 -0.644
H -1.075 3.145 -0.663 0.033
H -0.678 4.518 0.417 0.305
H 0.636 3.704 -0.425 0.321
H -0.307 4.541 -2.534 0.200
H -1.792 7.506 -2.943 0.292
H -0.643 6.459 -3.707 0.275
H -0.020 7.736 -2.687 0.255
C 3.843 2.426 1.476 -0.494
N 3.925 2.651 2.924 -0.194
C 3.622 1.735 3.873 0.762
C 3.599 2.273 5.287 -1.208
O 3.493 0.543 3.615 -0.763
H 3.575 1.387 1.304 -0.028
H 4.855 2.509 1.068 0.318
H 3.201 3.190 1.054 0.279
H 3.850 3.608 3.225 0.213
H 4.239 1.652 5.915 0.284
H 2.606 2.236 5.730 0.265
H 4.026 3.274 5.311 0.423
C 0.292 1.480 -3.923 -1.071
N 0.302 0.297 -3.116 0.428
C 0.319 -0.958 -3.630 0.733
C 0.392 -2.071 -2.624 -0.006
O 0.267 -1.185 -4.832 -0.740
H 0.644 2.325 -3.328 0.245
H -0.728 1.723 -4.245 0.300
H 0.917 1.428 -4.813 0.392
H 0.409 0.387 -2.105 0.065
H 0.190 -1.821 -1.579 -0.165
H 1.395 -2.512 -2.597 0.421
H -0.238 -2.915 -2.909 -0.304
Cl -2.895 1.905 3.492 -0.129
C -2.942 1.135 5.109 -0.227
Cl -2.759 2.296 6.431 -0.170
H -3.878 0.601 5.192 0.278
H -2.099 0.456 5.130 0.233
```

Results
- LUMO: 0.00773 Ha
- Gap between HOMO and LUMO: 0.3328 Ha


(5)
Below is a 4-piece molecular cluster, C22H51FNO6 overall at a distorted geometry, with properties calculated with ωB97M-V/def2-TZVPD.

XYZ file:
```
81
Properties=species:S:1:pos:R:3:mulliken_charge:R:1
C 9.322 1.495 2.687 -0.988
C 9.002 1.045 1.275 -0.367
O 8.355 2.123 0.600 -0.426
C 6.963 1.992 0.555 -0.354
C 6.298 3.358 0.453 -0.489
O 5.280 3.529 1.429 -0.415
C 3.966 3.426 0.944 -1.361
C 3.507 1.986 0.868 1.164
C 2.307 1.770 -0.066 -0.886
C 2.189 0.280 -0.296 -0.536
O 1.186 -0.050 -1.200 -0.368
N 1.922 -0.392 1.007 0.266
C 2.922 -0.055 2.056 -0.146
F 2.504 -0.621 3.193 -0.308
C 3.079 1.430 2.226 -0.896
H 10.003 2.325 2.611 0.272
H 9.729 0.693 3.286 0.375
H 8.395 1.823 3.132 0.257
H 9.896 0.761 0.737 0.368
H 8.352 0.178 1.313 0.310
H 6.693 1.365 -0.300 0.248
H 6.552 1.517 1.447 0.351
H 7.040 4.129 0.608 0.472
H 5.909 3.481 -0.552 0.231
H 3.325 3.956 1.640 0.391
H 3.851 3.923 -0.013 0.488
H 4.285 1.317 0.514 0.107
H 1.396 2.047 0.453 0.224
H 2.398 2.299 -1.000 0.423
H 3.133 -0.048 -0.714 0.464
H 1.618 -0.102 -2.065 0.403
H 0.968 -0.179 1.338 0.095
H 1.966 -1.405 0.848 0.393
H 3.894 -0.454 1.794 0.426
H 3.870 1.580 2.947 0.463
H 2.154 1.881 2.556 0.301
C -1.991 -0.566 -1.897 -0.587
C -2.666 -1.592 -2.792 -0.539
O -3.459 -1.030 -3.815 -0.316
C -2.793 -0.207 -4.754 -0.348
C -1.705 -0.923 -5.537 -1.052
H -2.727 0.128 -1.488 0.238
H -1.480 -1.061 -1.070 0.136
H -1.250 0.022 -2.440 0.225
H -3.352 -2.192 -2.191 0.341
H -1.930 -2.288 -3.213 0.315
H -2.393 0.689 -4.264 0.298
H -3.565 0.134 -5.443 0.374
H -0.876 -1.231 -4.895 0.209
H -1.302 -0.265 -6.308 0.396
H -2.104 -1.818 -6.014 0.302
C -3.572 -2.673 2.160 -1.232
C -2.073 -2.606 1.944 -0.336
O -1.559 -1.277 1.899 -0.315
C -1.748 -0.495 3.071 -0.504
C -1.083 -1.069 4.310 -1.060
H -4.096 -2.077 1.411 0.289
H -3.915 -3.705 2.088 0.447
H -3.860 -2.299 3.144 0.308
H -1.830 -3.045 0.975 0.371
H -1.540 -3.195 2.698 0.342
H -2.813 -0.324 3.246 0.423
H -1.310 0.481 2.847 0.368
H -1.532 -2.016 4.610 0.303
H -1.183 -0.377 5.146 0.403
H -0.020 -1.250 4.132 0.243
C -6.772 -1.847 -3.159 -0.803
C -7.846 -1.987 -2.095 -0.423
O -7.348 -1.891 -0.770 -0.435
C -6.717 -0.672 -0.434 0.342
C -7.621 0.545 -0.546 -1.295
H -5.967 -2.562 -2.986 0.174
H -7.191 -2.024 -4.150 0.465
H -6.330 -0.850 -3.160 0.185
H -8.300 -2.976 -2.166 0.331
H -8.652 -1.263 -2.256 0.295
H -5.807 -0.533 -1.032 -0.145
H -6.397 -0.785 0.604 0.280
H -7.918 0.736 -1.578 0.295
H -7.104 1.433 -0.180 0.422
H -8.529 0.401 0.039 0.318
```

Results
- Net charge: +1
- LUMO: -0.11259 Ha
- Gap between HOMO and LUMO: 0.2919 Ha